Record 1
# C20H25N5Pd

A molecular structure, C20H25N5Pd at a distorted geometry (ωB97M-V with the def2-TZVPD basis set, the OMol25 dataset).

Each line ends with the Mulliken charge.
Element x y z (Å)
C (9.2933, 5.1137, 8.3128)  0.764
H (7.1452, 4.9372, 8.0895)  0.465
C (11.0244, 4.9522, 6.7409)  -0.354
H (5.9464, 5.5247, 11.7896)  -0.117
H (12.9951, 4.7952, 7.4936)  0.258
H (3.2728, 5.3970, 10.8520)  0.318
H (11.3261, 4.9368, 5.7027)  0.410
H (5.9410, 4.1584, 10.8873)  0.209
H (12.9657, 5.6359, 15.1832)  0.336
H (14.1539, 4.8408, 13.6186)  0.310
H (3.6815, 7.2324, 12.4494)  0.389
H (4.5592, 3.8116, 10.0786)  0.279
H (9.0954, 5.0916, 16.7608)  0.431
H (4.9397, 3.9504, 12.8468)  0.243
H (14.2954, 4.6607, 9.2980)  0.231
C (12.3162, 4.9422, 10.2515)  0.583
C (11.9325, 5.4426, 15.0769)  -0.681
H (11.5103, 5.5364, 17.1127)  0.484
C (9.7773, 5.2013, 15.9554)  -0.569
C (7.8574, 5.2640, 8.8404)  -0.952
C (9.6870, 5.0997, 6.9684)  -0.805
C (11.1224, 5.4475, 16.1475)  -0.683
H (4.4062, 6.0867, 13.6645)  0.269
N (5.1381, 3.5730, 10.8759)  -0.538
C (11.4825, 4.9556, 9.0678)  0.306
C (13.7064, 4.9504, 12.6454)  -0.681
H (7.2118, 5.4629, 15.1198)  0.426
H (7.6229, 5.3929, 13.3564)  -0.105
H (7.8229, 6.3429, 9.0835)  0.272
H (7.5553, 3.8926, 14.2974)  0.266
H (15.4348, 4.5861, 11.4717)  0.462
C (4.3075, 3.9311, 12.0211)  -0.696
C (9.2910, 5.0893, 14.6400)  0.611
H (6.0364, 7.0103, 12.4067)  0.295
C (7.8095, 4.9667, 14.3507)  -0.794
N (10.0883, 5.1414, 13.5704)  -0.032
C (11.4068, 5.2166, 13.7782)  0.213
Pd (9.0532, 5.1947, 11.5531)  -0.118
H (2.5543, 5.0035, 12.3595)  0.316
C (14.4024, 4.7952, 11.4487)  -0.732
H (7.7777, 4.7033, 9.7902)  0.002
C (4.2267, 6.3031, 12.5735)  -0.469
C (3.5107, 5.2254, 11.8802)  -0.511
C (12.3132, 5.0821, 12.6013)  0.697
H (8.9809, 5.1116, 6.1386)  0.380
N (5.4883, 6.4078, 11.8459)  -0.390
N (10.1582, 5.0300, 9.3066)  0.125
N (11.6918, 5.1376, 11.4127)  -0.097
H (3.6242, 3.0990, 12.2280)  0.335
C (13.7161, 4.7620, 10.2289)  -0.612
C (11.9524, 4.9198, 7.7586)  -0.745

Output
largest force on an atom	2.93	eV/A
HOMO-LUMO gap	5.99	eV
total energy	-32074.107	eV
total charge	0

***

Record 2
# C5H7NO

2 unconnected molecules or ions with the total composition C5H7NO at a distorted geometry (ωB97M-V with the def2-TZVPD basis set, the OMol25 dataset).

Each line ends with the Mulliken charge.
Element x y z (Å)
H (2.0003, -1.8227, 1.5157)  0.324
C (0.5618, 0.5852, -0.2848)  -0.768
O (2.6527, -1.1059, -0.2821)  -0.469
H (1.3685, 1.6272, 0.8631)  0.217
H (-0.0751, -0.2246, 1.5210)  0.264
C (-0.7042, 0.3905, -1.1586)  -0.373
H (-0.5495, -0.5313, -1.7636)  0.254
H (-0.7597, 1.2160, -1.8628)  0.308
C (-1.9250, 0.2774, -0.3724)  -0.591
H (-3.7888, 0.1301, 0.9104)  0.399
H (1.4219, 0.6133, -0.9461)  0.335
C (-2.9065, 0.1977, 0.3174)  0.177
N (0.6707, -0.3291, 0.7817)  -0.155
C (2.0330, -1.0238, 0.7611)  0.078

Output
largest force on an atom	5.18	eV/A
HOMO-LUMO gap (spin up / spin down)	8.39 / 8.38	eV
total energy	-8829.735	eV
total charge	0

***

Record 3
# C5H14N2S

A molecular structure, C5H14N2S at a distorted geometry (ωB97M-V with the def2-TZVPD basis set, the OMol25 dataset).

Each line ends with the Mulliken charge.
Element x y z (Å)
C (1.3892, 0.3928, 0.4554)  -0.537
N (-1.3534, 1.4613, -0.2522)  -0.832
H (1.4568, 2.1567, -0.6403)  0.294
C (2.1958, 1.5439, -0.1179)  -0.708
S (3.4574, 1.0268, -1.3150)  -0.272
H (0.6972, -2.1533, -0.4430)  0.396
H (-2.8461, -0.6751, -0.0476)  0.379
H (-2.9113, -2.2620, 0.8692)  0.391
H (-1.7147, 1.5431, 0.7010)  0.192
H (-0.7084, -2.1590, 1.5983)  0.376
C (-0.0825, -1.3949, -0.4598)  -0.758
C (-2.4078, -1.3008, 0.7134)  -0.918
H (2.5615, 2.2146, 0.6716)  0.406
C (-0.9999, -1.5355, 0.7656)  0.071
H (-0.6275, -1.5149, -1.4031)  0.402
H (1.9654, -0.4133, 0.9221)  0.448
H (-1.4910, -0.3827, 0.9674)  0.157
H (-2.0496, 1.7876, -0.9119)  0.073
H (-0.2760, 0.6234, -0.7484)  0.395
H (0.7044, 0.8519, 1.2040)  0.288
H (2.4884, 0.3196, -1.9292)  0.145
N (0.5521, -0.1302, -0.5997)  -0.388

Output
largest force on an atom	4.32	eV/A
HOMO-LUMO gap	5.56	eV
total energy	-19219.869	eV
total charge	0

***

Record 4
# C24H21Co2O6

A molecular structure, C24H21Co2O6 at a distorted geometry (ωB97M-V with the def2-TZVPD basis set, the OMol25 dataset).

Each line ends with the Mulliken charge.
Element x y z (Å)
C (-4.3927, 0.7646, 6.8319)  -0.467
C (-2.4998, -1.3123, -0.6609)  -1.643
H (2.3768, -0.4910, -0.4862)  0.345
C (-0.6924, -3.1907, 3.2047)  -1.645
H (-1.7778, 2.6996, 6.3457)  0.181
C (-2.4230, 0.7241, 4.5805)  0.133
C (-3.4568, -1.9008, 5.5653)  -0.028
C (1.2178, 2.9442, 7.9730)  -0.402
H (-2.8235, -2.3417, -0.8836)  0.291
C (-3.0822, 0.3571, 6.8869)  0.696
O (-5.5727, -0.5663, 3.0834)  -0.423
H (0.2006, -1.6788, -0.8761)  0.346
C (-0.9568, 1.1743, 7.6849)  1.190
C (0.1855, 3.2545, 7.0730)  -0.683
C (-1.4636, -1.2882, 0.4211)  0.689
C (2.3808, -0.8092, 0.5655)  -1.655
H (-0.1264, 0.0861, 9.3076)  0.316
C (-6.4843, 2.0185, 4.5226)  0.223
O (-1.4992, 1.3279, 4.2104)  -0.376
H (-2.0746, -0.8959, -1.5853)  0.347
H (-0.0479, 0.0264, -0.5247)  0.368
H (2.8659, -0.0309, 1.1706)  0.381
C (1.1255, 1.7949, 8.7841)  -0.441
H (-1.7862, -0.8350, 8.0670)  0.177
O (-6.2289, 4.1699, 7.1275)  -0.426
H (1.4900, -1.5270, 3.0151)  0.318
C (-1.9359, 0.1305, 7.5492)  -1.209
C (-4.9195, -0.3108, 4.0054)  0.191
C (-0.0694, -0.9803, -0.0535)  -0.221
H (-5.0835, 0.6583, 7.6878)  0.509
H (-0.5215, -3.8084, 2.3154)  0.381
C (-0.7030, -1.7264, 2.7860)  1.932
O (-7.3966, 2.0839, 3.8171)  -0.396
O (-3.3902, 3.9214, 4.0384)  -0.400
O (-3.2539, -3.0423, 5.6512)  -0.416
H (-1.6412, -3.4710, 3.6617)  0.339
C (-3.9766, 3.1400, 4.6557)  0.282
H (0.2364, 4.1818, 6.4872)  0.366
H (1.8908, 1.5641, 9.5276)  0.326
H (-2.7594, -1.8680, 1.9846)  0.391
C (0.6786, -1.3814, 2.2948)  -1.002
C (0.9768, -1.0567, 1.0250)  0.411
H (2.9906, -1.7230, 0.6360)  0.283
H (2.0639, 3.6258, 8.0856)  0.334
Co (-5.0454, 2.0747, 5.5347)  0.067
Co (-3.7830, -0.1519, 5.3419)  0.281
C (-5.7410, 3.2746, 6.5756)  0.223
C (0.0383, 0.9507, 8.6597)  -0.773
C (-1.7401, -1.5800, 1.7037)  -0.662
H (-3.3869, -0.7283, -0.3808)  0.386
C (-0.9198, 2.4030, 6.9584)  0.015
H (0.0971, -3.3828, 3.9320)  0.421
H (-0.9746, -1.0971, 3.7064)  -0.871

Output
largest force on an atom	4.64	eV/A
HOMO-LUMO gap	5.88	eV
total energy	-112764.551	eV
total charge	-1

***

Record 5
# C6H12N3O4

A gas-phase ion, C6H12N3O4 (charge -1) at a distorted geometry (ωB97M-V with the def2-TZVPD basis set, the OMol25 dataset).

Each line ends with the Mulliken charge.
Element x y z (Å)
H (-2.4335, 1.3498, 1.1716)  0.377
N (1.3125, 0.4540, -2.0104)  -0.569
H (1.2363, 0.6926, 1.8238)  0.361
C (-0.3195, 0.1404, -0.1606)  0.477
O (2.8980, -1.6953, -0.3416)  -0.708
H (-2.0845, 0.9708, 2.7695)  0.416
C (2.1221, 0.0613, -3.0936)  -0.937
C (0.3059, 0.9742, 2.1879)  -1.072
H (-3.4463, -0.6495, 0.8269)  0.313
H (1.7493, -0.9474, -3.2960)  0.333
O (-0.6625, 1.3657, -0.5994)  -0.601
C (1.6936, -1.6150, -0.6057)  0.550
C (-2.0671, 0.5919, 1.7553)  -0.705
C (1.1866, -0.2310, -0.9180)  0.455
N (-2.8809, -0.6456, 1.6833)  -0.793
H (-0.7607, -1.7144, -0.3990)  0.469
H (0.1326, 2.0920, 1.9437)  0.313
O (-1.1981, -0.8290, -0.5238)  -0.586
H (3.1053, -0.1245, -2.7789)  0.362
H (0.0805, 1.0258, 3.2824)  0.311
O (0.7893, -2.4430, -0.5192)  -0.771
H (0.0097, 1.6695, -1.2438)  0.440
H (1.9812, 0.6575, -4.0724)  0.254
N (-0.6670, 0.2134, 1.4976)  -0.068
H (-2.0829, -1.3641, 1.6202)  0.380

Output
SMILES	C/N=C(\C(=O)[O-])C(O)(O)N(C)CN
largest force on an atom	4.51	eV/A
HOMO-LUMO gap	8.50	eV
total energy	-19076.056	eV
total charge	-1

***

Record 6
# C27H27Br2F6GeMnN3O5S2Se

A molecular structure, C27H27Br2F6GeMnN3O5S2Se (ωB97M-V with the def2-TZVPD basis set, the OMol25 dataset).

Each line ends with the Mulliken charge.
Element x y z (Å)
O (-1.4423, 1.3229, -2.9520)  -0.645
C (-2.1710, -3.2995, 1.7418)  -0.013
C (-1.1407, 1.7192, -4.0897)  0.686
C (-3.0673, -4.3061, 1.4007)  -0.648
H (0.1359, -3.7897, -0.6756)  0.440
C (-2.6399, 0.0604, -5.0487)  -0.978
C (0.5821, 0.1514, 5.2050)  -0.769
H (5.1680, -3.1952, 0.7635)  0.385
H (1.3753, 0.3297, 5.9221)  0.354
C (1.9715, -2.7662, 1.8374)  -0.329
F (1.3068, 5.5558, -2.2185)  -0.252
F (2.4147, 3.8924, 1.7808)  -0.225
H (0.5407, 2.6577, -5.0907)  0.490
H (-2.8552, -0.1091, -4.0000)  0.191
C (-0.1654, 2.8409, -4.2832)  -0.261
H (-1.3867, 2.6530, -6.6522)  0.357
F (1.4083, 5.3106, 3.0699)  -0.254
H (-1.4302, -5.5722, -1.2758)  0.370
F (1.8619, 3.3237, 3.7956)  -0.214
H (-2.6510, 0.9310, 4.5999)  0.359
C (-1.6350, -4.9515, -0.4123)  -0.714
S (-0.1513, 3.3860, 2.1157)  1.083
Se (2.0848, 0.3681, -2.8977)  -0.124
Br (-2.9525, 1.6325, 0.0471)  -0.279
H (0.3907, 2.9717, -3.3635)  -0.913
H (1.8372, -0.9902, 3.9080)  0.283
H (-0.8755, 1.2986, 6.2884)  0.337
H (-2.6405, -0.4715, -1.2726)  0.484
C (-2.7995, -5.1354, 0.3214)  -0.404
F (2.5247, 4.2809, -0.9698)  -0.211
H (-2.3930, -2.6724, 2.5987)  0.255
C (4.2715, -4.2721, 2.3905)  -0.398
C (-0.9994, -3.1001, 1.0151)  0.312
C (1.4734, 4.0195, 2.7188)  0.534
H (-3.5602, 0.2795, -5.5967)  0.349
Br (-0.6040, -2.0041, -2.9968)  -0.639
N (-1.7283, 1.1882, -5.1720)  0.287
C (-0.6785, 0.6914, 5.4129)  -0.402
C (3.1342, -2.5963, 1.0888)  -0.565
C (-0.7468, -3.9443, -0.0668)  -0.718
C (-2.0445, 0.0024, -0.4945)  -0.061
O (0.3629, 2.6210, -0.9650)  -0.332
C (4.2761, -3.3425, 1.3610)  -0.564
C (-1.4090, -0.2639, 3.3306)  0.493
O (-1.1013, 4.5338, -1.4970)  -0.719
H (-2.1751, -0.8472, -5.4345)  0.363
N (3.1430, 2.9684, -3.9495)  -0.742
H (-3.9764, -4.4349, 1.9774)  0.382
F (1.5359, 6.0052, -0.1179)  -0.254
H (5.1609, -4.8539, 2.6045)  0.343
O (0.1007, 2.0012, 1.8680)  -0.116
H (-0.3146, 1.2423, -6.7428)  0.311
C (3.1184, -4.4569, 3.1442)  -0.668
H (1.6414, 0.0548, 0.1879)  0.495
H (-0.7198, 3.7602, -4.4901)  0.387
Ge (0.3442, -1.7278, 1.4305)  1.759
H (3.1049, -5.1841, 3.9484)  0.361
O (-1.0633, 3.7795, 3.1482)  -0.801
C (-1.3298, 1.5732, -6.5134)  -1.076
H (-1.9952, -0.6323, 0.3792)  -0.469
H (-2.0124, 1.1021, -7.2181)  0.356
S (-0.0972, 3.9567, -0.6542)  1.041
N (-0.4056, 4.2773, 0.8438)  -0.694
H (-3.5004, -5.9149, 0.0447)  0.344
C (0.8397, -0.5933, 4.0619)  -0.249
H (-2.1957, -0.3587, 2.5899)  0.169
H (3.1459, -1.8779, 0.2758)  0.348
H (1.0867, -3.8669, 3.4582)  0.351
C (-0.1491, -0.8173, 3.1041)  -0.072
C (1.4172, 5.0046, -1.0037)  0.543
C (2.7392, 1.9774, -3.5013)  0.283
C (0.7289, -0.5184, 0.0028)  -0.079
C (1.9824, -3.7106, 2.8645)  -0.113
C (-1.6743, 0.4812, 4.4705)  -0.924
Mn (-0.3319, 0.3711, -1.5013)  0.003

Output
largest force on an atom	0.76	eV/A
HOMO-LUMO gap (spin up / spin down)	6.59 / 6.86	eV
total energy	-374389.453	eV
total charge	-2
spin multiplicity	6